Below is 2 unconnected molecules or ions with the total composition C5H13N2, with properties calculated with ωB97M-V with the def2-TZVPD basis set.

Summary:
* E_tot: -307.52686 a.u.
* gap between HOMO and LUMO: 9.06 eV
* molar mass: 101.17 u
* HOMO: -13.672 eV
* total charge: +1

Last column: natural (NBO) charge in e.
Positions of all 20 atoms, in Å:
C 1.80593 -1.29358 -1.71976  -0.620
C 1.66030 -0.60760 -0.36576  -0.242
C -0.00262 -1.51170 1.15490  0.122
N 1.15962 -1.54864 0.64607  -0.380
H 2.47963 -2.14716 -1.65801  0.224
H 0.83903 -1.65830 -2.06274  0.222
H 2.16866 -0.56987 -2.44297  0.253
H 2.61718 -0.22610 -0.01308  0.236
H 0.95486 0.21802 -0.40875  0.239
H -0.27453 -2.26898 1.87640  0.225
H -0.70000 -0.73758 0.83589  0.260
H 1.75802 -2.34404 0.85712  0.434
C -1.32292 2.66446 0.70202  -0.443
C -2.12152 0.90445 -0.58296  -0.045
N -1.41186 1.24065 0.39884  -0.446
H -1.70194 2.83170 1.71105  0.224
H -1.89358 3.29019 0.00735  0.192
H -0.27342 2.96101 0.70997  0.212
H -2.19814 -0.15306 -0.84346  0.161
H -2.69980 1.60979 -1.18012  0.173